C73H152F24N8O19P2S8 | ωB97M-V/def2-TZVPD

For the HOMO energy, the calculation gives -0.461 Ha. Its gap between HOMO and LUMO is 9.016 eV. For the calculated total energy, the calculation gives -299447.8000 eV. Its charge is +2.

Last column: Löwdin charge in e.
CARTESIAN COORDINATES (ANGSTROEM)
C -10.165 0.866 2.953  -0.07
C -9.491 -0.203 3.854  -0.24
C -8.364 0.453 4.618  -0.27
C -7.558 -0.560 5.393  -0.26
P -6.268 0.135 6.516  1.01
C -6.971 1.266 7.803  -0.23
C -8.341 0.786 8.309  -0.24
C -8.279 -0.603 9.020  -0.28
C -9.646 -1.066 9.365  -0.11
C -5.233 1.165 5.504  -0.28
C -4.709 0.564 4.140  -0.23
C -4.000 1.649 3.378  -0.26
C -4.971 2.587 2.620  -0.09
C -5.290 -1.283 7.043  -0.28
C -5.400 -2.621 6.320  -0.24
C -4.438 -3.751 6.833  -0.24
C -4.386 -5.031 5.977  -0.11
H -10.870 0.451 2.281  0.06
H -9.288 1.260 2.439  0.07
H -10.644 1.618 3.513  0.06
H -9.124 -0.994 3.245  0.11
H -10.203 -0.562 4.577  0.11
H -8.735 1.249 5.274  0.12
H -7.730 0.981 3.865  0.11
H -6.910 -1.183 4.723  0.10
H -8.193 -1.204 6.000  0.10
H -7.021 2.242 7.295  0.10
H -6.290 1.360 8.684  0.12
H -9.132 0.779 7.570  0.09
H -8.717 1.553 8.982  0.12
H -7.684 -0.487 9.939  0.12
H -7.850 -1.423 8.403  0.10
H -10.058 -0.444 10.090  0.06
H -9.635 -2.108 9.651  0.08
H -10.274 -0.942 8.452  0.09
H -4.473 1.577 6.151  0.10
H -5.852 2.042 5.234  0.09
H -5.581 0.290 3.519  0.10
H -4.024 -0.247 4.293  0.10
H -3.249 1.114 2.626  0.15
H -3.342 2.235 3.993  0.10
H -4.484 3.149 1.821  0.08
H -5.515 3.216 3.353  0.08
H -5.674 2.001 2.055  0.05
H -5.426 -1.393 8.116  0.10
H -4.278 -0.893 6.841  0.10
H -5.054 -2.460 5.269  0.11
H -6.412 -2.975 6.175  0.10
H -4.717 -4.097 7.866  0.13
H -3.430 -3.356 6.871  0.10
H -5.258 -5.670 6.105  0.07
H -3.499 -5.604 6.308  0.08
H -4.242 -4.919 4.906  0.07
C -1.569 -5.536 -0.060  -0.10
C -0.231 -5.947 0.568  -0.24
C 0.936 -6.223 -0.412  -0.24
C 1.479 -4.904 -0.930  -0.28
P 3.101 -5.039 -1.755  1.04
C 4.276 -5.026 -0.333  -0.23
C 4.062 -6.157 0.781  -0.23
C 5.336 -6.269 1.569  -0.25
C 6.550 -6.782 0.757  -0.09
C 3.060 -6.597 -2.727  -0.24
C 4.441 -7.096 -2.988  -0.28
C 4.513 -8.395 -3.743  -0.26
C 3.760 -9.527 -3.096  -0.10
C 3.193 -3.605 -2.798  -0.26
C 4.427 -3.382 -3.773  -0.21
C 5.564 -2.745 -3.062  -0.29
C 6.900 -3.146 -3.651  -0.08
H -2.118 -6.369 -0.567  0.09
H -1.428 -4.761 -0.772  0.04
H -2.243 -5.163 0.680  0.06
H -0.402 -6.779 1.223  0.10
H 0.036 -5.138 1.307  0.11
H 0.612 -6.876 -1.201  0.11
H 1.751 -6.691 0.161  0.08
H 1.566 -4.136 -0.106  0.11
H 0.839 -4.522 -1.721  0.09
H 4.143 -4.033 0.151  0.09
H 5.266 -5.189 -0.758  0.07
H 3.760 -7.104 0.308  0.10
H 3.200 -5.832 1.359  0.09
H 5.151 -7.092 2.315  0.13
H 5.578 -5.283 1.995  0.09
H 7.262 -7.176 1.463  0.07
H 7.034 -5.897 0.269  0.08
H 6.299 -7.514 -0.006  0.06
H 2.624 -6.233 -3.676  0.12
H 2.470 -7.347 -2.167  0.09
H 5.039 -7.156 -2.055  0.11
H 5.000 -6.386 -3.582  0.10
H 5.506 -8.744 -3.892  0.10
H 4.117 -8.303 -4.767  0.12
H 3.947 -9.427 -2.051  0.06
H 4.262 -10.431 -3.397  0.08
H 2.686 -9.506 -3.200  0.07
H 3.179 -2.657 -2.219  0.08
H 2.254 -3.557 -3.341  0.10
H 4.054 -2.723 -4.571  0.12
H 4.557 -4.394 -4.242  0.11
H 5.476 -2.990 -1.997  0.07
H 5.494 -1.639 -3.018  0.11
H 6.925 -2.874 -4.708  0.08
H 6.969 -4.260 -3.612  0.08
H 7.797 -2.784 -3.130  0.08
C 1.077 4.635 -3.957  -0.05
C 0.116 4.542 -2.787  -0.13
N -1.171 5.427 -2.950  -0.23
C -2.238 4.749 -3.808  0.03
C -1.772 5.474 -1.518  -0.14
C -1.087 6.512 -0.624  -0.08
C -0.683 6.738 -3.395  -0.14
C -1.569 7.888 -3.694  -0.23
O -2.171 7.523 -4.873  -0.19
C -2.331 8.575 -5.785  -0.08
H 1.802 3.862 -3.853  0.04
H 1.578 5.595 -3.815  0.07
H 0.608 4.547 -4.927  0.09
H 0.511 4.938 -1.888  0.09
H -0.270 3.592 -2.504  0.10
H -1.973 4.896 -4.903  0.11
H -3.084 5.373 -3.704  0.09
H -2.327 3.701 -3.447  0.11
H -1.561 4.451 -1.093  0.13
H -2.860 5.650 -1.509  0.13
H -0.029 6.231 -0.662  0.05
H -1.517 6.489 0.415  0.09
H -1.277 7.571 -0.994  0.10
H -0.149 6.485 -4.367  0.15
H 0.115 6.945 -2.637  0.14
H -0.984 8.799 -3.758  0.14
H -2.361 8.056 -2.931  0.14
H -2.728 8.104 -6.720  0.12
H -1.401 9.034 -5.984  0.07
H -3.005 9.394 -5.514  0.10
C 7.657 4.073 -0.714  -0.05
C 7.219 3.766 -2.138  -0.11
N 5.732 4.177 -2.415  -0.20
C 4.827 3.175 -1.763  0.02
C 5.451 5.597 -1.908  -0.17
C 4.112 6.090 -2.293  -0.07
C 5.361 4.235 -3.879  -0.13
C 5.838 3.130 -4.737  -0.23
O 5.308 1.903 -4.406  -0.17
C 3.977 1.660 -4.861  -0.05
H 6.934 3.694 0.067  0.09
H 7.701 5.158 -0.536  0.09
H 8.593 3.615 -0.469  0.08
H 7.367 2.700 -2.308  0.13
H 7.738 4.394 -2.841  0.12
H 4.558 3.425 -0.778  0.06
H 5.276 2.215 -1.857  0.09
H 3.855 3.215 -2.336  0.10
H 6.257 6.234 -2.270  0.15
H 5.561 5.522 -0.844  0.07
H 4.097 6.204 -3.403  0.09
H 3.874 6.980 -1.748  0.08
H 3.309 5.367 -2.174  0.07
H 5.758 5.183 -4.253  0.15
H 4.285 4.173 -3.882  0.10
H 6.919 3.045 -4.776  0.13
H 5.498 3.418 -5.815  0.17
H 3.753 0.601 -4.732  0.09
H 3.871 2.042 -5.860  0.10
H 3.316 2.227 -4.232  0.04
C -7.646 -1.450 -5.514  -0.03
C -6.416 -2.294 -5.137  -0.20
N -5.854 -2.047 -3.825  -0.24
C -6.885 -2.211 -2.731  0.03
C -4.770 -3.093 -3.475  -0.08
C -5.400 -4.508 -3.138  -0.04
C -5.169 -0.698 -3.827  -0.09
C -4.697 -0.234 -2.445  -0.16
O -5.788 0.165 -1.600  -0.21
C -6.379 1.385 -1.961  -0.12
H -8.578 -1.722 -4.927  0.10
H -7.857 -1.702 -6.558  0.09
H -7.338 -0.398 -5.414  0.07
H -5.586 -2.058 -5.803  0.10
H -6.551 -3.351 -5.201  0.12
H -6.372 -2.316 -1.814  0.09
H -7.432 -3.013 -3.041  0.07
H -7.524 -1.316 -2.541  0.13
H -4.378 -2.732 -2.553  0.09
H -4.016 -3.133 -4.271  0.14
H -4.583 -5.227 -3.170  0.08
H -6.221 -4.907 -3.760  0.09
H -5.655 -4.538 -2.128  0.05
H -5.803 0.107 -4.285  0.14
H -4.355 -0.737 -4.479  0.07
H -3.951 0.600 -2.540  0.14
H -4.180 -1.019 -1.909  0.09
H -5.646 2.130 -2.434  0.12
H -6.768 1.805 -1.023  0.09
H -7.223 1.346 -2.650  0.08
C 6.020 2.639 3.416  -0.07
C 4.777 1.977 3.989  -0.20
C 4.094 0.969 3.047  -0.11
N 2.983 0.162 3.663  -0.25
C 2.487 -0.817 2.591  -0.08
C 1.482 -1.811 3.159  -0.17
C 2.113 -2.606 4.300  -0.16
C 2.464 -1.589 5.430  -0.12
C 3.557 -0.562 4.920  -0.04
C 1.899 1.024 4.121  0.01
H 6.229 3.506 3.972  0.06
H 5.856 2.898 2.365  0.06
H 6.891 1.958 3.450  0.08
H 4.107 2.839 4.248  0.12
H 5.089 1.455 4.834  0.07
H 4.839 0.215 2.684  0.12
H 3.626 1.458 2.160  0.14
H 3.380 -1.366 2.308  0.11
H 2.033 -0.212 1.835  0.10
H 1.171 -2.533 2.444  0.10
H 0.578 -1.307 3.459  0.10
H 3.035 -3.085 3.953  0.12
H 1.418 -3.338 4.737  0.12
H 2.850 -2.143 6.245  0.10
H 1.577 -1.104 5.707  0.09
H 4.433 -1.093 4.573  0.12
H 3.766 0.191 5.644  0.11
H 2.051 1.324 5.158  0.12
H 1.011 0.372 4.053  0.10
H 1.844 1.865 3.429  0.08
C -1.096 1.597 -5.603  -0.60
F -1.226 0.417 -5.024  0.13
F -0.581 2.473 -4.641  0.06
F -0.237 1.600 -6.621  0.16
S -2.813 2.092 -6.168  0.59
O -3.770 2.062 -5.068  -0.31
O -2.589 3.447 -6.656  -0.30
N -3.045 1.023 -7.241  -0.30
S -3.794 -0.354 -7.122  0.64
O -3.179 -1.220 -6.157  -0.30
O -5.251 -0.371 -7.125  -0.30
C -3.390 -0.935 -8.891  -0.61
F -2.094 -0.624 -9.141  0.10
F -3.450 -2.275 -8.980  0.12
F -4.161 -0.404 -9.848  0.15
C 7.921 -1.874 4.445  -0.63
F 9.191 -2.245 4.734  0.13
F 7.157 -2.350 5.378  0.17
F 7.782 -0.498 4.322  0.09
S 7.549 -2.702 2.810  0.65
O 8.656 -2.353 1.957  -0.29
O 7.374 -4.099 3.118  -0.28
N 6.118 -1.987 2.239  -0.29
S 6.155 -1.894 0.623  0.54
O 6.618 -3.071 -0.026  -0.29
O 4.838 -1.534 0.211  -0.31
C 7.402 -0.630 0.062  -0.67
F 7.901 0.146 1.008  0.15
F 8.306 -1.135 -0.680  0.20
F 6.731 0.203 -0.842  0.05
C 2.871 -0.073 -1.384  -0.64
F 3.075 0.833 -0.452  0.15
F 4.001 -0.218 -2.130  0.11
F 2.401 -1.186 -0.806  0.09
S 1.515 0.512 -2.551  0.60
O 1.751 1.923 -2.656  -0.30
O 1.648 -0.323 -3.699  -0.27
N 0.120 0.159 -1.888  -0.29
S -0.546 0.496 -0.511  0.64
O 0.244 0.837 0.682  -0.31
O -1.827 1.248 -0.736  -0.33
C -1.091 -1.270 -0.175  -0.59
F -2.015 -1.593 -1.088  0.11
F -0.017 -2.092 -0.306  0.08
F -1.656 -1.503 1.072  0.08
C 4.551 6.366 2.940  -0.73
F 5.846 6.434 3.003  0.18
F 4.223 5.425 3.821  0.12
F 4.044 7.465 3.403  0.19
S 3.937 5.852 1.248  0.60
O 4.407 6.972 0.429  -0.31
O 4.507 4.563 0.974  -0.31
N 2.400 5.887 1.221  -0.28
S 1.406 4.798 1.761  0.59
O 0.345 4.575 0.850  -0.28
O 2.089 3.650 2.280  -0.29
C 0.416 5.706 3.091  -0.70
F -0.714 6.220 2.532  0.10
F 0.084 4.854 4.036  0.15
F 0.986 6.705 3.616  0.21